DFT (ωB97M-V/def2-TZVPD) results for C16H30N2OP2SW as an isolated structure.

The geometry in XYZ format:
```
53
Properties=species:S:1:pos:R:3
W 0.06 0.73 0.33
P 2.58 -0.16 0.19
P -2.38 0.11 0.47
N 0.15 1.69 -1.17
H 1.27 0.15 1.34
C 2.82 -1.75 -0.67
H 3.88 -2.04 -0.65
H 2.51 -1.66 -1.72
H 2.23 -2.55 -0.20
C 3.63 -0.31 1.68
H 4.68 -0.44 1.41
H 3.30 -1.16 2.29
H 3.54 0.60 2.28
C 3.39 1.13 -0.81
H 4.48 0.96 -0.83
H 3.19 2.12 -0.39
H 3.01 1.11 -1.84
C -3.13 -1.30 -0.36
H -4.23 -1.24 -0.28
H -2.80 -2.24 0.10
H -2.86 -1.28 -1.42
C -2.99 0.01 2.18
H -4.09 0.13 2.20
H -2.56 0.79 2.82
H -2.75 -0.97 2.60
C -3.23 1.58 -0.24
H -4.32 1.50 -0.12
H -3.01 1.67 -1.31
H -2.91 2.51 0.25
C 0.08 2.39 -2.36
C 0.04 2.35 -4.78
C 0.05 1.66 -3.57
C 0.04 3.79 -2.37
C 0.03 4.47 -3.59
C 0.03 3.75 -4.79
H 0.06 1.80 -5.71
H 0.08 0.57 -3.54
H 0.06 4.32 -1.42
H 0.04 5.56 -3.60
H 0.03 4.29 -5.74
C -1.01 -4.25 2.12
O -2.07 -4.31 1.51
C 0.28 -4.86 1.60
H 0.99 -5.06 2.42
H 0.74 -4.19 0.87
H 0.06 -5.79 1.06
C -0.87 -3.47 3.41
H -1.80 -3.53 3.99
H -0.70 -2.39 3.20
H -0.02 -3.86 4.00
S 0.45 2.91 4.34
C 0.04 2.35 2.96
N -0.07 1.78 1.87
```

Properties
LUMO (spin up / spin down) = 0.24 / -0.26 eV
max |F| = 8.331 eV/Å
charge = 0
2S+1 = 3
frontier orbital gap (spin up / spin down) = 5.97 / 5.89 eV
HOMO (spin up / spin down) = -5.74 / -6.15 eV
energy relative to the best compared isomer or geometry (same formula, charge and spin) = 0.0 kcal/mol
<S²> = 2.035